# 1
Density functional theory data (ωB97M-V with the def2-TZVPD basis set) for a structure of composition C20H59HgNO21S at a distorted geometry.

ORCA input file:
```
! RIJCOSX wB97M-V def2-TZVPD def2/J DEFGRID3
* xyz 0 1
Hg -1.29 -0.80 2.58
S 0.89 -0.23 0.65
O 0.73 -0.14 2.08
O -0.43 -0.68 0.21
O 1.16 1.13 0.21
O 1.92 -1.17 0.22
C -4.32 -1.26 1.77
C -4.18 -2.16 3.00
O -3.22 -1.63 3.94
O -3.08 -1.06 1.18
H -4.81 -0.32 2.02
H -4.90 -1.88 1.09
H -3.86 -3.18 2.79
H -5.14 -2.28 3.50
H -2.96 -2.30 4.56
H -3.14 -0.51 0.39
C -0.17 -3.85 2.84
C 0.72 -2.91 3.69
O -0.17 -1.98 4.37
O -1.16 -3.16 2.07
H -0.62 -4.51 3.58
H 0.47 -4.51 2.24
H 1.43 -2.28 3.16
H 1.30 -3.49 4.40
H 0.14 -1.88 5.27
H -1.78 -3.78 1.69
C -1.17 -3.31 -3.30
C -0.64 -2.47 -2.17
O -1.66 -2.43 -1.26
O -0.84 -4.67 -3.19
H -0.73 -2.90 -4.22
H -2.24 -3.26 -3.45
H -0.34 -1.46 -2.48
H 0.27 -2.87 -1.73
H -1.32 -1.80 -0.63
H 0.11 -4.79 -3.09
C 3.13 0.85 -2.75
C 4.43 1.27 -3.39
O 4.83 0.38 -4.43
O 2.72 1.82 -1.74
H 3.27 -0.12 -2.27
H 2.28 0.69 -3.40
H 5.11 1.33 -2.53
H 4.40 2.28 -3.80
H 5.68 0.76 -4.67
H 2.06 1.39 -1.19
C 0.62 4.30 0.54
C -0.22 5.65 0.46
O -1.47 5.47 1.15
O -0.10 3.25 -0.16
H 0.67 4.00 1.59
H 1.63 4.45 0.17
H -0.47 5.84 -0.58
H 0.37 6.46 0.89
H -2.19 5.79 0.61
H 0.47 2.51 0.09
C -2.29 1.91 3.98
C -1.73 2.50 2.67
O -1.91 1.56 1.67
O -1.51 0.76 4.37
H -3.35 1.68 3.86
H -2.34 2.58 4.84
H -0.66 2.68 2.81
H -2.34 3.39 2.55
H -1.45 1.88 0.89
H -1.50 0.70 5.33
C 4.03 -3.42 -0.96
C 4.82 -2.53 -0.01
O 4.02 -2.24 1.11
O 2.91 -2.69 -1.52
H 3.68 -4.31 -0.44
H 4.67 -3.83 -1.75
H 4.94 -1.60 -0.57
H 5.80 -2.94 0.22
H 3.27 -1.71 0.83
H 2.57 -2.21 -0.75
C 3.78 1.67 2.02
C 4.65 0.83 1.08
O 5.77 1.56 0.59
O 2.95 2.59 1.34
H 4.46 2.22 2.68
H 3.11 1.05 2.62
H 4.02 0.52 0.25
H 4.95 -0.09 1.58
H 5.37 2.19 -0.02
H 2.17 2.10 1.04
C -5.02 1.06 -2.54
C -3.63 0.48 -2.29
C -2.50 0.89 -3.27
O -2.99 0.51 -4.57
C -2.15 0.91 -5.65
N -3.29 0.88 -0.93
H -5.01 2.15 -2.54
H -5.76 0.75 -1.81
H -5.47 0.73 -3.47
H -3.76 -0.60 -2.23
H -1.57 0.34 -3.10
H -2.32 1.96 -3.16
H -1.09 0.95 -5.42
H -2.56 1.89 -5.93
H -2.32 0.19 -6.45
H -3.25 1.88 -0.78
H -2.33 0.61 -0.77
*
```

* LUMO: -0.847 eV
* frontier orbital gap: 7.7 eV
* HOMO: -8.54 eV

# 2
Density functional theory data (ωB97M-V with the def2-TZVPD basis set) for a structure of composition C57H45MoN5O8S2 at a distorted geometry.

ORCA input file:
```
! RIJCOSX wB97M-V def2-TZVPD def2/J DEFGRID3
* xyz -2 3
Mo -0.05 -1.60 -1.02
C -1.06 7.40 -3.99
O -0.90 6.40 -4.95
C -0.85 5.11 -4.46
C -0.13 4.27 -5.28
C 0.01 2.96 -5.00
C -0.51 2.47 -3.80
C -1.20 3.34 -2.93
C -1.41 4.69 -3.23
C -0.31 1.06 -3.45
C -1.45 0.51 -2.85
C -2.86 1.00 -3.21
C -3.72 0.11 -2.69
C -2.97 -0.84 -1.87
N -1.58 -0.58 -2.03
C -3.50 -1.79 -1.05
C -2.74 -2.67 -0.22
C -3.28 -3.73 0.53
C -2.24 -4.23 1.35
C -1.12 -3.50 0.97
C 0.31 -3.74 1.27
C 0.68 -3.59 2.69
C -0.18 -2.81 3.46
C 0.07 -2.61 4.81
C 1.18 -3.18 5.38
O 1.38 -3.36 6.72
C 1.81 -2.24 7.50
C 2.08 -3.90 4.60
C 1.82 -4.20 3.29
C 1.14 -3.83 0.16
N 2.50 -3.59 0.34
C 2.79 -2.77 -1.81
C 3.55 -1.73 -2.20
C 4.93 -1.37 -1.78
C 5.37 -0.10 -2.20
C 6.60 0.40 -1.82
C 7.42 -0.35 -0.95
O 8.62 0.12 -0.37
C 8.67 1.50 -0.09
C 7.07 -1.66 -0.63
C 5.80 -2.15 -0.99
C 2.87 -0.79 -3.12
C 2.96 -0.58 -4.49
C 1.78 0.13 -4.88
C 1.01 0.40 -3.74
N 1.74 -0.10 -2.72
C 1.33 -2.82 -2.11
C 0.58 -3.71 -1.25
N -1.44 -2.56 0.08
C -4.98 -1.63 -0.80
C -5.86 -1.31 -1.87
C -7.03 -0.64 -1.60
C -7.42 -0.50 -0.27
O -8.64 0.06 0.01
C -8.57 1.28 0.76
C -6.61 -0.91 0.74
C -5.36 -1.42 0.50
H -0.64 8.35 -4.40
H -0.53 7.12 -3.07
H -2.12 7.55 -3.76
H 0.21 4.71 -6.20
H 0.49 2.24 -5.65
H -1.58 2.97 -1.99
H -2.00 5.32 -2.58
H -3.17 1.85 -3.80
H -4.75 0.28 -2.84
H -4.28 -4.11 0.47
H -2.25 -5.00 2.09
H -1.05 -2.37 2.99
H -0.60 -2.00 5.40
H 2.74 -2.48 8.01
H 1.02 -1.95 8.20
H 1.96 -1.37 6.85
H 2.96 -4.28 5.11
H 2.44 -4.85 2.68
H 4.74 0.53 -2.79
H 6.87 1.41 -2.12
H 9.43 1.62 0.73
H 7.68 1.86 0.22
H 9.03 2.07 -0.95
H 7.72 -2.30 -0.04
H 5.47 -3.09 -0.62
H 3.82 -0.87 -5.06
H 1.51 0.25 -5.92
H 1.26 -2.97 -3.21
H -0.18 -4.40 -1.60
H -5.52 -1.58 -2.84
H -7.66 -0.18 -2.34
H -9.44 1.85 0.44
H -7.66 1.85 0.50
H -8.60 1.10 1.87
H -6.91 -0.74 1.77
H -4.66 -1.58 1.30
C 0.34 4.21 5.01
C -0.39 3.42 4.01
C -0.11 3.61 2.67
C -0.66 2.76 1.71
C -1.46 1.70 2.15
C -1.72 1.49 3.50
C -1.16 2.35 4.44
S -2.30 0.61 0.89
O -3.53 1.47 0.71
O -2.48 -0.64 1.77
N 1.41 -0.69 0.10
C 2.70 -0.96 0.95
C 3.09 -2.54 1.21
O 3.74 -2.97 2.11
O 3.31 -3.70 -0.84
H 1.38 4.33 4.67
H 0.37 3.64 5.95
H -0.05 5.20 5.24
H 0.48 4.48 2.42
H -0.51 2.89 0.64
H -2.36 0.65 3.79
H -1.36 2.22 5.50
H 2.69 -0.40 1.86
H 3.53 -0.55 0.33
S 1.21 0.50 -1.05
*
```

* LUMO (alpha / beta): 3.745 / 3.746 eV
* frontier orbital gap (alpha / beta): 4.7 / 4.8 eV
* energy relative to the best compared isomer or geometry (same formula, charge and spin): 5.209 eV
* <S²>: 2.03
* HOMO (alpha / beta): -0.93 / -1.10 eV

# 3
Density functional theory data (ωB97M-V with the def2-TZVPD basis set) for an isolated molecule of C3H3NO2 at a distorted geometry.

ORCA input file:
```
! RIJCOSX wB97M-V def2-TZVPD def2/J DEFGRID3
* xyz 0 1
N -0.68 -1.30 -2.01
C -0.11 -0.74 -1.18
C 0.17 -0.27 0.19
O 1.44 0.13 0.62
C -0.74 0.96 0.46
O -1.85 1.07 0.02
H -0.14 -1.23 0.64
H 2.15 -0.38 0.22
H -0.24 1.76 1.04
*
```

* structure (SMILES): N#C[C@@H](O)C=O
* LUMO: 0.209 eV
* frontier orbital gap: 11.0 eV
* energy relative to the best compared isomer or geometry (same formula, charge and spin): 2.302 eV
* HOMO: -10.79 eV

What E values result from the calculations? In sequence: -2983.639290; -3939.084987; -321.293057 a.u..